(1)
Entry from the OMol25 dataset: a 2-piece molecular cluster, C5H9NO overall (the ωB97M-V functional and the def2-TZVPD basis).

Computed properties:
- E_tot: -325.850507 hartree
- Energy relative to the best compared isomer or geometry (same formula, charge and spin): 228.5 kJ/mol

Geometry as XYZ:
```
16
Properties=species:S:1:pos:R:3:forces:R:3:mulliken_charge:R:1
H 3.4978 0.9186 -0.4090 0.0 -0.1 0.0 0.2849
N 2.9767 0.0588 -0.2322 -0.3 0.2 -0.1 -0.6737
C 1.7403 0.2998 -0.2533 0.3 -0.2 0.0 0.2765
C 0.6350 -0.7030 -0.0181 0.0 0.0 0.1 -0.2296
C -0.5088 0.1892 0.3694 -0.2 0.0 0.1 0.5282
C -1.5115 -0.0619 1.1999 0.1 0.0 -0.1 -1.0227
C -0.2239 1.5015 -0.3181 -0.2 0.1 0.0 -0.4799
O 1.1984 1.5337 -0.4827 0.1 0.0 0.0 -0.4079
H 0.9151 -1.4528 0.7232 0.0 0.1 -0.1 0.3498
H 0.4175 -1.2209 -0.9631 0.0 0.1 0.1 0.2510
H -1.6146 -1.0315 1.6793 0.0 0.1 -0.1 0.3173
H -2.2543 0.6963 1.4354 0.1 -0.1 0.0 0.2646
H -0.5241 2.3737 0.2677 0.0 -0.1 -0.1 0.3397
H -0.6932 1.5543 -1.3091 0.0 0.0 0.1 0.2009
H -2.0463 -2.0028 -0.6651 0.0 -0.1 -0.1 -0.2455
H -2.0041 -2.6531 -1.0242 0.0 0.0 0.0 0.2467
```
Positions in Å, forces in eV/Å.



(2)
Entry from the OMol25 dataset: C5H9NO as an isolated structure in a non-equilibrium geometry (the ωB97M-V functional and the def2-TZVPD basis).

Computed properties:
- E_tot: -325.764319 hartree
- Energy relative to the best compared isomer or geometry (same formula, charge and spin): 454.8 kJ/mol

Geometry as XYZ:
```
16
Properties=species:S:1:pos:R:3:forces:R:3:mulliken_charge:R:1
C -0.3228 -0.8833 1.3698 1.4 -1.7 0.6 -0.5961
C 0.0531 -1.1054 -0.0792 -0.2 1.2 -1.3 -0.6744
C 0.0273 0.4322 1.8972 -0.7 2.9 -4.5 -0.4931
C -0.0866 0.3257 -0.6631 3.0 -1.2 -3.2 1.3257
C 0.4450 0.7265 -2.1346 -0.1 -1.3 0.4 -1.2390
N 0.1438 1.3421 0.2503 0.8 0.0 4.6 -0.7278
O -1.1446 1.1008 -0.2965 -2.3 0.0 -0.1 -0.4340
H -1.3560 -1.0673 1.5455 -0.9 -0.1 -0.2 0.2875
H 0.1870 -1.6003 1.9682 0.4 -1.0 0.6 0.3799
H 0.9850 -1.6295 -0.3992 -0.1 1.0 0.9 0.3562
H -0.6681 -1.7516 -0.5137 -1.0 -0.5 -0.6 0.2815
H -0.8704 0.8505 2.2954 0.0 0.9 0.7 0.2635
H 0.9500 0.7683 2.2894 0.8 -0.4 0.7 0.3466
H 1.4044 0.2391 -2.5163 -1.3 0.3 0.9 0.2929
H 0.6197 1.8110 -2.1764 -0.3 -0.4 0.2 0.3534
H -0.3667 0.4413 -2.8369 0.5 0.3 0.3 0.2771
```
Positions in Å, forces in eV/Å.



(3)
Entry from the OMol25 dataset: C5H9NO in the gas phase in a non-equilibrium geometry (the ωB97M-V functional and the def2-TZVPD basis).

Computed properties:
- E_tot: -325.802606 hartree
- Energy relative to the best compared isomer or geometry (same formula, charge and spin): 354.3 kJ/mol

Geometry as XYZ:
```
16
Properties=species:S:1:pos:R:3:forces:R:3:mulliken_charge:R:1
C 0.7074 0.4778 1.5565 0.0 0.0 0.0 -1.3403
C -0.1089 -0.4536 0.7082 0.1 0.0 -0.1 0.0765
O -1.7316 0.1117 0.9352 -0.2 -0.2 0.0 -0.5922
C -0.1313 -0.3188 -0.7453 0.2 -0.1 0.0 0.3125
C 0.6156 0.8202 -1.4236 0.0 0.1 0.0 -1.4287
C -0.2111 -1.5540 -1.4682 -0.2 -0.9 -0.5 0.2832
N -0.3138 -2.5540 -2.0558 0.1 1.0 0.6 -0.5548
H 1.7660 0.2349 1.4047 -0.1 0.0 0.0 0.3357
H 0.4687 0.3751 2.6176 0.0 0.0 -0.2 0.3643
H 0.5528 1.5171 1.2583 0.0 -0.1 0.0 0.3038
H -0.1774 -1.4727 1.0945 0.0 0.2 -0.1 0.4290
H -2.3202 -0.6324 1.1577 0.1 0.2 0.0 0.3921
H -1.5129 0.0846 -0.2020 0.0 0.0 0.1 0.3776
H 0.3443 0.8555 -2.4824 0.0 0.0 0.2 0.4019
H 1.7087 0.7192 -1.3654 -0.2 0.0 0.0 0.2885
H 0.3437 1.7893 -0.9899 0.1 -0.2 -0.1 0.3509
```
Positions in Å, forces in eV/Å.